1.
ORCA calculation (ωB97M-V/def2-TZVPD) on C3H3NOS2 in the gas phase in a non-equilibrium geometry.

The geometry in ORCA input format:
```
! wB97M-V def2-TZVPD RIJCOSX def2/J DEFGRID3
* xyz 0 1
C -0.84 0.05 0.01
C 0.29 1.84 -0.10
C 0.49 -0.27 -0.10
H -1.50 -2.12 -0.63
H 0.56 2.91 -0.08
H 1.69 -1.80 1.18
N -0.94 1.41 0.00
O 1.22 0.89 -0.13
S -2.23 -1.06 -0.05
S 1.27 -1.84 -0.11
*
```

Computed properties:
**Orbital gap**: 9.31 eV
**LUMO**: 0.48 eV



2.
ORCA calculation (ωB97M-V/def2-TZVPD) on 2 unconnected molecules or ions with the total composition C3H3NS in a non-equilibrium geometry.

The geometry in ORCA input format:
```
! wB97M-V def2-TZVPD RIJCOSX def2/J DEFGRID3
* xyz 0 1
C -0.64 -1.46 -1.72
C -0.91 0.89 2.00
C -0.54 -0.27 -1.84
N -0.15 0.47 2.78
S -0.20 1.27 -2.61
H -0.72 -2.40 -1.38
H 0.44 -0.26 3.13
H -0.83 2.03 -1.72
*
```

Computed properties:
**Orbital gap**: 9.98 eV
**LUMO**: 0.86 eV



3.
ORCA calculation (ωB97M-V/def2-TZVPD) on 2 unconnected molecules or ions with the total composition C3H3NS in a non-equilibrium geometry.

The geometry in ORCA input format:
```
! wB97M-V def2-TZVPD RIJCOSX def2/J DEFGRID3
* xyz 0 1
C -1.20 1.52 -0.12
C 1.10 -0.31 0.18
C 0.28 -1.25 -0.16
N -2.17 1.55 0.46
S 2.17 0.66 0.69
H -0.18 1.42 -0.60
H -0.34 -1.70 0.64
H 0.34 -1.89 -1.08
*
```

Computed properties:
**Orbital gap**: 8.64 eV
**LUMO**: -0.52 eV



4.
ORCA calculation (ωB97M-V/def2-TZVPD) on 2 unconnected molecules or ions with the total composition C3H3NS in a non-equilibrium geometry.

The geometry in ORCA input format:
```
! wB97M-V def2-TZVPD RIJCOSX def2/J DEFGRID3
* xyz 0 1
C 1.84 -0.83 -1.31
C 1.18 0.20 -1.24
C 0.23 1.01 -0.75
N -0.56 1.74 -0.30
S -1.93 0.19 1.20
H 2.54 -1.40 -1.87
H -2.32 -0.75 2.10
H -0.98 -0.17 2.17
*
```

Computed properties:
**Orbital gap**: 8.95 eV
**LUMO**: -0.42 eV



5.
ORCA calculation (ωB97M-V/def2-TZVPD) on C3H3NS in the gas phase in a non-equilibrium geometry.

The geometry in ORCA input format:
```
! wB97M-V def2-TZVPD RIJCOSX def2/J DEFGRID3
* xyz 0 3
C -0.07 0.66 -1.49
C 0.95 0.25 -0.15
C 0.21 -0.14 0.86
N -0.66 1.49 -0.85
S 2.47 0.31 -0.64
H 0.03 0.03 -2.31
H -0.89 -0.13 0.90
H 0.68 -0.67 1.60
*
```

Computed properties:
**Orbital gap (alpha / beta)**: 8.25 / 6.76 eV
**⟨S²⟩**: 2.0344
**LUMO (alpha / beta)**: 0.82 / -2.58 eV



6.
ORCA calculation (ωB97M-V/def2-TZVPD) on 2 unconnected molecules or ions with the total composition C3H3NS in a non-equilibrium geometry.

The geometry in ORCA input format:
```
! wB97M-V def2-TZVPD RIJCOSX def2/J DEFGRID3
* xyz 0 3
C 0.94 0.00 1.92
C 1.17 0.25 0.62
C 1.49 0.54 -0.50
N 0.87 -0.09 3.07
S -1.85 -0.66 -1.78
H -1.25 -0.60 -0.47
H 1.72 0.68 -1.53
H -3.10 -0.11 -1.34
*
```

Computed properties:
**Orbital gap (alpha / beta)**: 6.69 / 5.79 eV
**⟨S²⟩**: 2.0117
**LUMO (alpha / beta)**: 0.15 / -4.18 eV



7.
ORCA calculation (ωB97M-V/def2-TZVPD) on C3H3NS2 in the gas phase in a non-equilibrium geometry.

The geometry in ORCA input format:
```
! wB97M-V def2-TZVPD RIJCOSX def2/J DEFGRID3
* xyz 0 1
C -0.28 -0.88 -0.08
C 0.64 -0.91 0.93
C 0.50 1.28 -0.28
N -0.56 0.29 -0.67
S -1.83 0.73 -1.63
S 1.47 0.67 1.00
H -0.90 -1.74 -0.16
H 0.67 -1.81 1.50
H 0.29 2.37 -0.62
*
```

Computed properties:
**Orbital gap (alpha / beta)**: 6.94 / 6.94 eV
**LUMO (alpha / beta)**: -0.59 / -0.59 eV



8.
ORCA calculation (ωB97M-V/def2-TZVPD) on C3H3NS2 in the gas phase in a non-equilibrium geometry.

The geometry in ORCA input format:
```
! wB97M-V def2-TZVPD RIJCOSX def2/J DEFGRID3
* xyz 0 1
C -0.50 -0.04 -0.34
C 0.43 -1.27 -0.39
C 1.08 1.57 0.45
N -0.06 1.08 0.28
S 1.95 -1.19 0.37
S 2.48 0.67 -0.29
H -1.13 0.10 -1.17
H -0.01 -2.20 -0.86
H 1.41 2.56 0.89
*
```

Computed properties:
**Orbital gap**: 7.90 eV
**LUMO**: -0.45 eV



9.
ORCA calculation (ωB97M-V/def2-TZVPD) on C3H3NS2 in the gas phase in a non-equilibrium geometry.

The geometry in ORCA input format:
```
! wB97M-V def2-TZVPD RIJCOSX def2/J DEFGRID3
* xyz 0 1
C 0.06 -1.15 -0.91
C 0.49 -2.19 -0.53
C -0.48 1.06 -0.92
N -0.17 0.02 -1.56
S -0.22 1.15 0.97
S -0.86 2.57 -1.70
H -0.36 -0.21 0.97
H 0.49 -3.01 0.09
H -0.33 3.38 -0.68
*
```

Computed properties:
**Orbital gap**: 9.65 eV
**LUMO**: 0.17 eV



10.
ORCA calculation (ωB97M-V/def2-TZVPD) on 2 unconnected molecules or ions with the total composition C3H3NS2 in a non-equilibrium geometry.

The geometry in ORCA input format:
```
! wB97M-V def2-TZVPD RIJCOSX def2/J DEFGRID3
* xyz 0 1
C 0.16 2.63 -0.48
C 2.21 -0.94 -0.68
C 1.17 -1.30 -0.02
N -0.64 1.88 -0.72
S 3.78 -1.63 -1.29
S 2.83 0.30 -1.58
H 0.81 3.47 -0.11
H 0.36 -0.65 0.01
H 1.15 -2.15 0.55
*
```

Computed properties:
**Orbital gap**: 8.20 eV
**LUMO**: -0.59 eV



Results for energy relative to the best compared isomer or geometry (same formula, charge and spin): 24.6, 63.8, 34.8, 67.5, 50.2, 104.0, 37.3, 34.8, 52.4, 44.7 (in kcal per mole, following the order of the records).
Results for DFT total energy: -28366.7686, -15480.9906, -15482.2473, -15480.8315, -15479.5052, -15477.1745, -26317.6706, -26317.7797, -26317.0147, -26317.3483 (in eV, following the order of the records).